1.
16
Properties=species:S:1:pos:R:3:forces:R:3 method="wB97M-V/def2-TZVPD" smiles=C1C[C@@H]2C[C@@H]2C1 homo_energy_ev=-9.8 de_lowest_kcal_mol=12.56 e_tot_ha=-234.5825 gap_ha=0.4087
C -1.14597 0.47488 -0.86661 -0.04 0.01 0.02
C -1.21514 -0.11292 0.56196 0.01 0.07 0.05
C 0.06593 -0.94509 0.72028 -0.08 -0.07 0.03
C 1.26322 -0.15487 1.20284 0.06 0.07 0.13
C 1.05056 -0.38097 -0.26607 0.11 -0.06 -0.21
C 0.36201 0.65276 -1.14627 0.07 0.05 -0.03
H -1.70558 1.41225 -0.95535 0.07 -0.12 0.01
H -1.57190 -0.22030 -1.60041 0.06 0.00 0.20
H -2.12584 -0.69012 0.76059 0.21 0.05 -0.16
H -1.21246 0.71667 1.28054 -0.02 -0.14 -0.02
H -0.02792 -2.02013 0.86392 0.13 0.26 0.12
H 1.03310 0.80334 1.66600 0.05 -0.02 -0.30
H 2.15931 -0.61241 1.61941 -0.41 -0.21 0.05
H 1.76074 -1.05914 -0.72913 -0.06 0.13 0.00
H 0.69860 1.67032 -0.91642 -0.05 -0.11 0.03
H 0.61134 0.46572 -2.19528 -0.11 0.09 0.09


2.
15
Properties=species:S:1:pos:R:3:forces:R:3 method="wB97M-V/def2-TZVPD" smiles=O.O.O.O.O homo_energy_ev=-10.9 de_lowest_kcal_mol=31.57 e_tot_ha=-382.1739 gap_ha=0.4098
O -0.02900 -1.30969 0.14340 -0.18 -0.22 -0.39
H -0.66064 -2.03808 0.08919 0.02 0.09 0.27
H 0.17951 -1.15595 -0.78744 0.13 0.21 0.20
O -3.25594 1.18132 -6.78655 -0.54 -0.40 0.58
H -2.53149 1.78027 -6.62034 0.24 0.17 -0.37
H -3.34565 1.00907 -7.72270 0.30 0.23 -0.22
O -2.04350 2.65096 2.00906 0.26 0.10 0.07
H -1.21271 2.69367 2.49713 -0.06 0.10 0.15
H -1.89979 1.85191 1.50091 -0.19 -0.24 -0.20
O 4.75864 -2.17562 2.89145 0.01 0.04 0.35
H 4.12591 -2.85350 3.14505 0.00 -0.01 -0.05
H 4.78936 -2.19620 1.93640 -0.02 -0.03 -0.30
O 0.24782 0.47452 2.60301 -0.86 1.81 0.17
H 0.78693 0.11249 3.29652 0.27 -0.85 -0.36
H 0.09055 -0.02519 1.80491 0.61 -0.98 0.07


3.
11
Properties=species:S:1:pos:R:3:forces:R:3 method="wB97M-V/def2-TZVPD" smiles="[NH3+]C1C(=O)SC1=O" homo_energy_ev=-15.0 de_lowest_kcal_mol=0.00 e_tot_ha=-719.8300 gap_ha=0.3857 total_charge=+1
N 0.45328 -1.19236 0.24744 -0.62 0.47 2.83
C 0.27869 0.10532 -0.37486 -0.65 2.18 -2.52
C -1.17528 0.36869 -0.77338 -2.31 -1.43 1.01
O -2.10564 -0.39768 -0.92723 2.31 1.39 -0.30
S -1.24275 2.08054 -0.18777 0.12 0.28 0.06
C 0.22973 1.44706 0.55363 1.49 -1.81 -1.15
O 1.09383 1.70120 1.31982 -0.76 0.60 0.35
H 0.74480 -1.95669 -0.33441 -0.39 -0.67 -0.75
H -0.44284 -1.37421 0.82193 1.51 -0.41 -1.22
H 1.21275 -1.09673 0.93794 -0.06 -0.03 0.12
H 0.95345 0.31486 -1.28311 -0.66 -0.57 1.58


4.
34
Properties=species:S:1:pos:R:3:forces:R:3 method="wB97M-V/def2-TZVPD" smiles="O=[N+]([O-])c1cc(C(F)(F)F)ccc1NCCc1ccncc1" homo_energy_ev=-8.9 e_tot_ha=-1154.9821 gap_ha=0.2981
O -0.66745 2.49975 -2.28403 -0.20 0.14 -0.05
N 0.47677 2.37335 -2.71359 -0.29 0.44 -0.31
O 0.91451 3.04532 -3.62285 -0.04 0.16 -0.15
C 1.32665 1.39986 -2.12206 0.89 -0.81 0.40
C 2.61521 1.29338 -2.64601 -0.04 -0.09 0.11
C 3.50930 0.37919 -2.13594 0.08 -0.08 0.04
C 4.88530 0.29672 -2.72810 0.10 0.06 -0.12
F 4.85760 0.00433 -4.04097 -0.14 0.00 -0.16
F 5.55606 1.45810 -2.62076 -0.04 0.21 0.04
F 5.65077 -0.63762 -2.14787 -0.06 -0.20 0.23
C 3.12210 -0.45303 -1.07861 0.05 0.26 -0.29
C 1.86214 -0.36040 -0.55436 -0.18 0.04 0.05
C 0.90982 0.56363 -1.04766 0.21 0.18 -0.29
N -0.31745 0.63899 -0.52425 -0.76 0.32 0.04
C -0.82266 -0.16089 0.56376 0.09 -0.09 0.06
C -2.27054 0.23715 0.86024 0.22 -0.17 0.07
C -2.80493 -0.58463 1.99910 -0.08 0.02 0.02
C -2.71283 -0.14120 3.31286 -0.06 -0.13 -0.10
C -3.19054 -0.95578 4.32773 0.16 0.28 0.02
N -3.72940 -2.14297 4.11479 -0.20 -0.30 0.43
C -3.81753 -2.56743 2.86668 0.02 -0.08 -0.32
C -3.37244 -1.83414 1.77805 0.03 0.11 0.13
H 2.89178 1.94617 -3.46111 0.00 0.00 0.00
H 3.82336 -1.16893 -0.67908 0.03 -0.06 0.05
H 1.58176 -1.00864 0.25848 -0.06 -0.07 0.10
H -0.93887 1.33121 -0.93776 0.33 -0.26 0.10
H -0.21112 -0.00862 1.46245 -0.06 -0.10 -0.03
H -0.78300 -1.22594 0.30186 0.01 0.05 0.11
H -2.87642 0.07410 -0.03310 -0.01 0.06 -0.02
H -2.30502 1.29738 1.11736 -0.03 0.02 -0.05
H -2.28390 0.82308 3.54024 0.04 0.12 0.04
H -3.13998 -0.64404 5.36261 0.04 0.11 0.06
H -4.26697 -3.54288 2.73548 -0.03 -0.07 -0.11
H -3.47207 -2.22455 0.77642 -0.03 -0.06 -0.12


5.
57
Properties=species:S:1:pos:R:3:forces:R:3 method="wB97M-V/def2-TZVPD" s_squared=0.759 homo_energy_ev="-3.5 / -6.1" de_lowest_kcal_mol=30.19 e_tot_ha=-7805.5800 gap_ha="0.1665 / 0.2639" total_charge=-1 spin_multiplicity=2
Hf 1.16108 -0.87831 -1.27442 -1.29 0.42 0.11
S 0.17322 -2.93958 0.70735 0.02 0.30 -0.19
C 0.94819 -2.36041 2.18551 0.24 0.15 -0.32
C 0.42794 -2.80074 3.42493 -0.20 -0.02 0.52
N -0.02979 -3.14592 4.42388 0.02 0.00 -0.08
C 2.12727 -1.68329 2.08745 -0.36 -0.26 -1.01
S 2.92245 -1.18560 0.61036 0.39 -0.36 0.77
C 2.79371 -1.24679 3.26629 0.26 0.10 0.56
N 3.32813 -0.80509 4.18395 -0.03 -0.07 -0.02
Se 3.86325 -3.35839 -3.77533 0.75 -0.19 -0.56
C 2.60932 -2.95797 -2.68897 -0.98 -0.24 0.60
N 1.70433 -2.72417 -1.94990 0.85 -1.26 -0.67
O 2.67474 -0.02135 -1.98580 2.72 0.52 -0.65
N 2.01843 1.13284 -2.42021 -0.92 0.30 0.65
C 2.73037 1.91697 -3.25868 0.55 -0.06 -0.24
C 4.03456 1.63357 -3.72234 0.10 -0.16 0.05
N 5.11064 1.41752 -4.09252 -0.08 0.03 0.01
C 2.16401 3.15730 -3.62485 -0.08 0.10 0.03
N 1.72968 4.19360 -3.90546 -0.03 -0.07 0.04
C -3.91518 0.52664 2.40293 -0.10 0.01 -0.08
C -2.59870 0.31692 2.85192 0.08 -0.08 0.01
C -1.80496 -0.63192 2.27135 -0.01 0.08 0.07
C -2.29736 -1.47918 1.25079 -0.20 0.04 -0.13
C -1.57759 -2.55768 0.65796 0.00 -0.30 0.23
C -2.20698 -3.42464 -0.20250 0.25 0.04 0.06
C -3.51996 -3.19804 -0.63560 -0.22 0.11 -0.04
C -4.21200 -2.12249 -0.16345 0.06 -0.11 -0.11
C -3.63956 -1.27748 0.81244 0.19 -0.01 0.12
C -4.41015 -0.24082 1.39030 -0.02 0.08 0.06
H -4.52711 1.29194 2.86284 0.00 0.00 -0.02
H -2.22016 0.90366 3.68000 0.05 0.01 -0.03
H -0.79364 -0.74602 2.62262 0.08 -0.07 0.05
H -1.65215 -4.26779 -0.59688 -0.02 0.02 -0.02
H -3.96628 -3.87116 -1.35493 0.01 0.01 -0.02
H -5.20947 -1.90257 -0.52234 -0.03 -0.04 0.05
H -5.41731 -0.08714 1.02180 -0.01 -0.01 0.02
F -0.51024 0.72854 -2.05383 -0.08 -0.66 -0.47
As -0.93052 -0.32216 -3.41573 -1.78 0.49 -1.38
F 0.74612 -0.78964 -3.68377 -0.49 0.25 0.56
F -0.86639 -1.59325 -2.11063 0.11 0.16 -0.08
F -1.40022 -1.47343 -4.59920 0.17 0.05 0.30
F -2.59174 -0.02847 -3.05673 0.30 -0.12 0.09
F -0.82272 0.97989 -4.50931 0.08 -0.26 0.16
O 0.35203 0.28826 0.25498 -0.29 0.47 0.74
S 1.12781 1.05474 1.34374 -0.27 1.14 0.14
C 0.05890 2.47686 1.76322 0.03 -0.26 0.09
C 1.07549 3.55394 2.09961 0.09 -0.01 -0.10
C 2.01460 3.60713 0.89391 -0.13 0.03 0.11
C 2.28369 2.16169 0.46807 0.16 -0.01 0.08
H -0.59134 2.20906 2.59166 -0.02 -0.08 -0.05
H -0.53452 2.71075 0.87814 0.02 -0.03 -0.03
H 1.63243 3.25636 2.99367 -0.03 0.09 0.05
H 0.60259 4.51562 2.29620 -0.06 -0.05 0.05
H 2.94014 4.12957 1.12935 0.02 -0.03 -0.04
H 1.52721 4.14317 0.07828 0.04 -0.01 -0.02
H 3.28874 1.81258 0.69274 -0.01 -0.06 0.00
H 2.07497 2.00235 -0.59489 0.09 -0.10 -0.04


6.
119
Properties=species:S:1:pos:R:3:forces:R:3 method="wB97M-V/def2-TZVPD" homo_energy_ev=-11.2 de_lowest_kcal_mol=43.06 e_tot_ha=-2804.3213 gap_ha=0.2924 total_charge=+1
Li -1.21834 -0.07667 -2.58845 -0.62 0.51 0.64
Li 1.98844 0.64717 1.08851 0.50 0.22 0.37
Li 1.52338 2.14176 -1.51441 0.09 0.31 0.88
Li -0.86617 2.32933 0.03797 0.15 0.73 0.22
Li 1.40930 -1.16576 -2.20038 0.42 -0.07 0.80
P 0.26650 0.22633 -0.64560 0.88 0.39 2.02
O -0.24451 -1.09314 -1.25239 -0.13 -0.45 -0.63
O -0.02419 0.64423 0.80094 -0.15 -1.11 -0.89
O -0.23247 1.34302 -1.54800 -1.49 1.01 -2.03
O 1.80102 0.27176 -0.86159 0.50 -1.02 -0.90
O 2.34127 4.63393 1.34517 -0.64 -0.52 -0.19
C 1.95713 3.53442 0.63351 0.29 -0.23 -0.48
O 0.84392 3.60465 0.04276 -0.55 0.03 -0.27
O 2.73014 2.56242 0.53473 0.22 0.06 0.40
H 1.55252 5.19383 1.24404 0.41 0.23 0.21
C -4.44690 3.51628 -1.87965 -0.29 -0.62 0.76
C -3.68757 4.58664 -2.60906 0.77 0.66 -0.40
C -2.24556 4.09980 -2.37182 -0.57 0.06 -1.57
O -2.22073 3.50813 -1.09463 -0.08 -0.37 0.85
C -3.56748 3.24617 -0.64501 -0.60 0.89 -0.96
H -4.47261 2.62937 -2.51359 0.08 -0.04 -0.03
H -5.47985 3.70724 -1.58622 0.07 0.32 -0.07
H -3.73507 5.62462 -2.26988 -0.56 -0.24 0.55
H -3.95427 4.64064 -3.66539 0.19 -0.18 -0.04
H -1.52491 4.90656 -2.49626 0.15 -0.05 0.50
H -2.03448 3.36670 -3.16470 0.27 -0.23 0.31
H -3.84722 3.98857 0.10548 0.21 -0.14 0.30
H -3.68220 2.24521 -0.24064 0.24 -0.11 -0.04
C 4.45356 0.12192 -3.16155 -1.14 0.18 -0.92
C 5.83156 -0.46190 -3.21978 0.88 -0.24 0.35
C 6.50129 0.21770 -4.42282 -0.58 0.17 -0.10
O 5.43774 0.86940 -5.14325 0.05 0.01 -0.23
C 4.18990 0.44193 -4.64771 0.17 0.28 0.77
H 4.39716 1.02438 -2.55285 0.05 0.01 -0.03
H 3.67443 -0.56673 -2.81634 0.26 -0.05 0.31
H 5.78960 -1.53957 -3.38562 0.07 0.01 0.19
H 6.39051 -0.23402 -2.31015 0.01 -0.36 -0.01
H 7.00049 -0.50265 -5.07142 0.01 0.01 -0.03
H 7.21453 0.98623 -4.12846 0.01 0.01 -0.02
H 3.80443 -0.43903 -5.17415 0.13 -0.11 -0.12
H 3.46264 1.24880 -4.75248 0.07 0.08 -0.24
C 1.17285 1.47226 5.29798 -1.24 0.68 -0.08
C 2.67805 1.46069 5.21962 1.32 -0.33 0.49
C 2.99585 1.39250 3.73017 -1.18 0.57 -0.01
O 1.86431 0.68955 3.16393 0.45 -0.41 -0.05
C 0.71049 1.12757 3.87279 -0.18 0.18 -0.28
H 0.78221 2.46558 5.54196 0.26 0.08 -0.07
H 0.70979 0.85387 6.06649 0.38 -0.44 -0.14
H 3.13799 0.61034 5.73056 -0.30 -0.13 -0.03
H 3.13355 2.33340 5.69058 -0.08 0.07 -0.15
H 3.89819 0.86705 3.44117 0.09 0.06 0.04
H 2.96931 2.40725 3.31630 0.38 -0.07 -0.13
H -0.07135 0.37085 3.82109 0.26 -0.27 0.01
H 0.30973 1.99577 3.33449 0.02 0.14 0.20
C -1.50041 -3.90054 1.40640 -0.42 0.08 -0.29
C -1.30962 -2.43932 1.84050 -0.10 -0.11 -0.21
C 0.08458 -2.44990 2.46634 0.54 0.14 0.30
O 0.59007 -3.78727 2.43618 -0.34 -0.23 -0.47
C -0.11607 -4.49299 1.40720 0.50 -0.34 0.36
H -1.90560 -3.97758 0.39309 -0.34 -0.07 0.22
H -2.12338 -4.42160 2.13296 -0.13 -0.10 -0.20
H -2.07243 -2.11002 2.54717 0.01 -0.16 0.10
H -1.39275 -1.77386 0.98383 0.36 0.06 0.03
H 0.07548 -2.14175 3.51377 0.00 0.00 0.00
H 0.79511 -1.80216 1.94858 -0.11 0.17 -0.16
H -0.10989 -5.55833 1.64200 -0.02 0.05 0.28
H 0.36962 -4.44761 0.42400 0.11 0.53 0.04
C -4.73063 -1.25892 -0.76846 -0.27 -0.40 -0.34
C -5.11992 -1.35600 -2.24705 -0.11 0.13 0.32
C -4.33371 -0.21492 -2.87822 -0.90 -0.64 -0.16
O -3.19004 -0.01496 -2.03628 0.76 0.01 -0.32
C -3.27325 -0.83268 -0.83735 -1.09 -0.29 0.10
H -4.90833 -2.24152 -0.32971 0.31 0.16 0.39
H -5.34955 -0.52875 -0.24524 0.04 0.05 -0.04
H -6.20097 -1.26911 -2.34418 0.05 0.08 -0.31
H -4.81108 -2.31320 -2.66780 0.01 -0.02 0.07
H -4.96545 0.67152 -2.93217 0.31 0.26 0.16
H -4.05859 -0.48871 -3.89898 0.40 0.21 0.04
H -3.00012 -0.22892 0.02512 0.40 0.02 -0.11
H -2.64590 -1.71718 -0.93253 0.30 0.19 0.02
C -2.98394 2.06306 3.81705 0.54 -0.19 0.08
C -3.15785 3.53611 3.50477 0.10 -0.15 -0.43
C -2.06051 3.76984 2.47269 -0.19 0.25 0.59
O -2.01820 2.57207 1.70117 0.39 0.03 -0.22
C -2.53158 1.46974 2.46958 -0.94 0.54 0.33
H -3.89683 1.60092 4.18725 0.10 -0.09 0.07
H -2.17861 1.93288 4.54571 -0.15 -0.09 0.10
H -3.05113 4.21314 4.34856 -0.21 -0.07 0.09
H -4.13728 3.63829 3.02923 0.04 0.43 0.06
H -1.08244 3.92466 2.93973 -0.02 0.02 0.12
H -2.28637 4.66024 1.88428 0.13 -0.31 -0.51
H -1.80493 0.67653 2.61120 0.16 0.03 -0.41
H -3.40592 1.11929 1.90956 0.10 -0.34 0.07
C 5.91425 -0.84426 0.98966 1.49 1.23 0.32
C 5.50675 -1.90875 1.98744 -0.78 -0.42 -0.51
C 4.00471 -1.61007 2.16968 0.07 -0.81 0.21
O 3.63791 -0.67136 1.16485 -0.48 0.72 -0.05
C 4.67018 -0.56529 0.17921 -0.12 -0.86 0.20
H 6.84295 -1.04400 0.44728 -0.38 -0.48 -0.34
H 6.20913 0.06928 1.52357 -0.42 0.04 0.09
H 6.04404 -1.92129 2.93049 0.15 0.15 -0.06
H 5.59204 -2.89248 1.51992 0.18 -0.02 0.15
H 3.75908 -1.23421 3.16309 -0.02 0.30 -0.14
H 3.41203 -2.52107 2.03721 -0.02 0.04 -0.01
H 4.60244 0.39448 -0.32351 0.04 0.20 0.31
H 4.50891 -1.33563 -0.58894 0.05 -0.08 0.04
C -2.11012 -3.52690 -3.28064 0.65 -0.72 -0.43
C -3.09077 -4.49158 -2.62060 -0.31 0.57 -0.06
C -2.25025 -5.73675 -2.42612 -0.38 0.25 -0.18
O -0.99122 -5.22756 -2.01757 0.06 -0.37 0.08
C -0.74812 -3.98589 -2.67775 -0.75 0.04 0.26
H -2.30636 -2.45925 -3.18280 -0.13 0.00 0.30
H -2.11151 -3.75264 -4.35094 0.07 0.15 -0.01
H -3.97955 -4.65377 -3.23157 -0.03 -0.04 0.12
H -3.38196 -4.11205 -1.63657 -0.13 -0.07 -0.03
H -2.15409 -6.32641 -3.34422 -0.01 0.05 -0.06
H -2.72252 -6.35801 -1.66607 0.53 -0.15 0.19
H -0.01771 -4.11813 -3.48061 0.22 0.04 0.13
H -0.40975 -3.32323 -1.88042 0.22 0.22 -0.31